Density functional theory data (ωB97M-V/def2-TZVPD) for a molecular structure, C29H36N6O2RbSe.

Positions of all 75 atoms, in Å:
Rb (0.05831, 0.18756, 0.03230)
C (0.38292, -2.90491, 7.31105)
C (0.10773, -2.61168, 5.85707)
C (-1.01187, -3.02499, 5.22116)
C (-1.24625, -2.75790, 3.83054)
C (-2.40543, -3.32629, 3.31366)
N (-2.81853, -3.57303, 2.07792)
C (-2.02848, -3.72855, 0.85353)
C (-1.03420, -4.88464, 0.97619)
C (-0.42880, -5.28568, -0.36285)
N (0.39157, -4.23372, -0.94086)
C (1.63305, -4.37871, -1.33143)
C (2.39751, -3.33487, -1.86743)
C (3.75095, -3.56866, -2.24116)
C (4.54763, -2.56955, -2.70575)
C (5.98512, -2.78926, -3.10614)
C (3.98073, -1.26681, -2.78290)
C (2.68678, -0.98618, -2.44366)
C (2.14615, 0.40664, -2.51414)
N (2.26157, 1.29446, -1.61566)
C (2.96886, 0.94995, -0.37984)
C (2.67940, 1.95670, 0.73485)
C (2.73628, 1.33771, 2.12494)
N (1.68526, 0.33256, 2.31914)
C (1.82194, -0.46196, 3.29291)
C (0.83079, -1.43049, 3.80432)
C (1.02194, -1.82796, 5.10007)
C (-0.35098, -1.88425, 3.07914)
O (-0.63500, -1.50764, 1.92137)
C (1.81227, -2.02914, -1.98775)
O (0.59921, -1.79394, -1.67087)
H (-0.26674, -3.69593, 7.68430)
H (0.21797, -2.01729, 7.92623)
H (1.41707, -3.21861, 7.46168)
H (-1.74768, -3.61811, 5.75830)
H (-3.12437, -3.66246, 4.05754)
H (-3.73603, -3.98202, 2.02888)
H (-1.50966, -2.80011, 0.64016)
H (-2.74095, -3.93582, 0.05438)
H (-1.55320, -5.75807, 1.37927)
H (-0.24241, -4.61622, 1.68038)
H (-1.22858, -5.54672, -1.06107)
H (0.19143, -6.17175, -0.23240)
H (0.04723, -3.26958, -1.09356)
H (2.07953, -5.36364, -1.21364)
H (4.14427, -4.57796, -2.14799)
H (6.24063, -3.84812, -3.09447)
H (6.66545, -2.27211, -2.42521)
H (6.17639, -2.40580, -4.11015)
H (4.61372, -0.45326, -3.13024)
H (1.59532, 0.68383, -3.41538)
H (4.03919, 0.91631, -0.59158)
H (2.70650, -0.06383, -0.04999)
H (1.69849, 2.41962, 0.58494)
H (3.39830, 2.77473, 0.67905)
H (2.57462, 2.13131, 2.85802)
H (3.72772, 0.91057, 2.31983)
H (2.72465, -0.40994, 3.91960)
H (1.91550, -1.47431, 5.61037)
C (-3.32629, 4.11603, -0.72954)
N (-3.74335, 2.96045, 0.05199)
C (-4.96877, 2.31744, -0.02839)
C (-4.95651, 1.33217, 0.88640)
N (-3.72174, 1.37838, 1.51679)
C (-3.28540, 0.51661, 2.60546)
C (-2.97633, 2.39342, 1.01372)
Se (-1.29390, 2.90463, 1.54471)
H (-4.15608, 4.42945, -1.35760)
H (-2.46891, 3.86431, -1.34852)
H (-3.03809, 4.92466, -0.06214)
H (-5.73086, 2.62048, -0.72454)
H (-5.70921, 0.61014, 1.14969)
H (-4.12315, -0.11110, 2.90214)
H (-2.96554, 1.12663, 3.44758)
H (-2.44713, -0.10540, 2.29336)

Output
* strongest force on any atom: 0.01680 hartree/bohr
* orbital gap: 0.2478 Ha
* net charge: +1
* E_HOMO: -9.63 eV
* ΔE to the lowest compared entry with this formula, charge and spin: 0.0 kJ/mol

=====

Density functional theory data (ωB97M-V/def2-TZVPD) for 6 unconnected molecules or ions with the total composition C12H24O24S6 in a non-equilibrium geometry.

Positions of all 66 atoms, in Å:
O (-23.03804, 4.10787, -5.31492)
S (-22.16603, 5.15452, -4.82813)
O (-20.65848, 5.10948, -4.94560)
O (-22.71511, 6.74557, -5.34002)
C (-22.62044, 7.68748, -4.22832)
C (-23.03262, 6.82770, -3.10815)
O (-22.76846, 5.46441, -3.29608)
H (-21.56983, 7.97606, -4.19625)
H (-23.28600, 8.54493, -4.32797)
H (-24.07900, 6.99059, -2.84994)
H (-22.51222, 7.14081, -2.20303)
O (-20.24365, 12.48693, -7.81375)
S (-19.40634, 11.27769, -7.48616)
O (-18.08774, 11.30149, -8.17455)
O (-19.32429, 11.03702, -5.85410)
C (-19.37260, 9.75111, -5.43533)
C (-19.82387, 8.93518, -6.60487)
O (-20.28666, 9.86859, -7.58003)
H (-18.40788, 9.38228, -5.08693)
H (-20.15843, 9.70326, -4.68149)
H (-20.74494, 8.41622, -6.33951)
H (-19.01794, 8.41700, -7.12455)
O (-23.21906, 10.38931, -7.48282)
S (-24.63592, 10.10043, -7.34917)
O (-24.97645, 8.94932, -6.54531)
O (-25.49622, 11.43788, -6.83239)
C (-26.86442, 11.32538, -7.23900)
C (-26.70477, 10.78778, -8.63424)
O (-25.48233, 10.05046, -8.79230)
H (-27.41997, 10.60646, -6.63684)
H (-27.25526, 12.34246, -7.20909)
H (-26.89141, 11.44564, -9.48305)
H (-27.48416, 10.04749, -8.81485)
O (-26.56229, 7.10784, -2.04546)
S (-27.81058, 7.63853, -1.44442)
O (-28.90120, 8.01203, -2.28188)
O (-28.33336, 6.57792, -0.29388)
C (-28.29755, 6.99678, 1.00975)
C (-27.79652, 8.41372, 1.12233)
O (-27.43725, 8.79754, -0.28001)
H (-29.18913, 6.84796, 1.61890)
H (-27.52868, 6.37155, 1.46366)
H (-26.91455, 8.69446, 1.69800)
H (-28.53229, 9.12787, 1.49210)
O (-18.69314, 0.33387, -8.67237)
S (-19.14014, 0.02493, -7.28514)
O (-18.70692, -1.24255, -6.66212)
O (-18.70046, 1.23200, -6.29372)
C (-19.93937, 1.82208, -5.72397)
C (-21.07203, 0.75600, -5.86357)
O (-20.78159, 0.17245, -7.09452)
H (-19.92525, 2.01136, -4.65062)
H (-20.02590, 2.74223, -6.30184)
H (-22.04318, 1.25096, -5.86474)
H (-20.95709, 0.01944, -5.06835)
O (-16.48481, 2.05707, -0.75801)
S (-17.46380, 2.76039, -1.66059)
O (-18.01360, 1.90580, -2.73753)
O (-18.56092, 3.70947, -0.76664)
C (-18.78820, 4.98355, -1.45950)
C (-17.51980, 5.14657, -2.30460)
O (-16.71112, 4.00152, -2.37200)
H (-19.57481, 4.78411, -2.18722)
H (-19.11397, 5.84540, -0.87711)
H (-16.73825, 5.86159, -2.04761)
H (-17.84492, 5.41940, -3.30857)

Output
* SMILES: O=S1(=O)OCCO1.O=S1(=O)OCCO1.O=S1(=O)OCCO1.O=S1(=O)OCCO1.O=S1(=O)OCCO1.O=S1(=O)OCCO1
* strongest force on any atom: 0.09776 hartree/bohr
* orbital gap: 0.3847 Ha
* net charge: 0
* E_HOMO: -10.74 eV
* ΔE to the lowest compared entry with this formula, charge and spin: 555.7 kJ/mol

=====

- Which of these has the highest orbital gap?
  C12H24O24S6

=====

- Among the records above, which one has the lowest net charge?
  C12H24O24S6

=====

- Which of these has the highest strongest force on any atom?
  C12H24O24S6

=====

- Among the records above, which one has the lowest strongest force on any atom?
  C29H36N6O2RbSe